Here is a cluster of 10 separate species, C48H113N3O10 in total from the Open Molecules 2025 dataset. Energies are from the ωB97M-V functional and the def2-TZVPD basis.

Geometry as XYZ:
```
174
Properties=species:S:1:pos:R:3:forces:R:3
C -4.079 0.399 -2.324 -0.4 1.2 0.1
C -4.594 -0.230 -1.020 0.7 -0.2 0.8
C -5.091 -1.701 -1.251 0.1 0.8 0.0
C -3.416 -0.275 -0.009 -0.7 -0.1 0.8
C -3.073 1.081 0.635 0.6 -1.3 -0.3
C -4.358 1.500 1.236 -0.7 1.9 1.6
C -5.515 1.802 0.276 0.1 -0.4 -0.2
C -6.761 2.146 1.112 1.2 -2.1 1.1
C -5.209 2.889 -0.766 -1.2 -0.1 1.0
N -5.755 0.522 -0.391 0.3 -1.7 0.0
O -6.849 0.599 -1.291 0.5 0.1 0.1
H -3.305 -0.147 -2.831 0.3 -0.8 0.0
H -4.908 0.457 -3.012 -0.3 0.1 -0.6
H -3.676 1.436 -2.231 -0.4 -0.8 0.3
H -4.342 -2.373 -1.751 -0.7 0.9 0.0
H -5.308 -2.185 -0.277 -0.1 0.5 -0.4
H -6.027 -1.529 -1.818 0.5 -0.9 0.1
H -3.673 -1.030 0.772 -0.1 0.8 -0.1
H -2.577 -0.728 -0.459 1.1 -0.4 -1.1
H -2.354 0.969 1.457 0.0 -0.3 -0.2
H -2.563 1.789 -0.041 -0.6 -0.2 0.0
H -4.173 2.382 1.896 -0.4 -0.2 -0.5
H -4.712 0.711 1.935 0.2 0.3 -0.5
H -7.585 2.092 0.465 -1.4 0.7 -0.7
H -6.607 3.031 1.706 -0.2 0.6 -0.2
H -6.952 1.318 1.853 0.4 0.6 -0.7
H -5.761 2.811 -1.697 0.3 -0.4 -0.3
H -4.180 3.033 -0.848 1.7 -0.1 -0.9
H -5.541 3.817 -0.402 -0.6 1.4 0.8
H -6.509 1.120 -2.033 -0.3 0.1 -0.2
C 3.459 4.102 -2.750 0.4 0.2 -0.3
C 2.182 3.706 -3.618 1.1 -0.2 0.5
C 1.491 4.995 -4.081 0.2 -0.3 0.1
C 2.530 2.770 -4.832 0.9 -0.8 1.0
C 1.272 2.157 -5.397 0.1 -0.7 -0.7
C 0.572 1.356 -4.346 0.6 -1.0 1.1
C 0.154 2.236 -3.159 -0.1 -1.7 -0.7
C -1.020 3.107 -3.581 0.0 0.5 -0.2
C -0.273 1.220 -2.085 -0.6 -0.2 -0.1
N 1.363 2.905 -2.668 0.3 -0.3 -0.8
O 1.031 3.743 -1.594 -0.3 0.1 0.8
H 3.740 3.288 -2.050 -0.2 0.3 -0.6
H 3.256 4.982 -2.114 -0.3 -0.4 -0.2
H 4.387 4.416 -3.308 -1.0 -0.6 0.0
H 2.211 5.601 -4.608 0.5 0.5 0.3
H 1.030 5.507 -3.221 0.3 0.0 -0.5
H 0.767 4.797 -4.850 -0.7 -0.1 -0.1
H 3.113 3.285 -5.591 0.0 0.4 0.0
H 3.187 1.922 -4.490 -0.4 0.8 0.0
H 1.382 1.474 -6.271 0.5 0.8 0.3
H 0.645 2.991 -5.676 -0.5 0.0 -0.6
H 1.200 0.500 -3.918 -0.4 1.3 -0.8
H -0.284 0.824 -4.760 -0.3 0.2 0.1
H -1.123 3.845 -2.786 -0.4 0.4 -0.3
H -0.917 3.566 -4.598 0.0 -0.2 1.1
H -1.922 2.502 -3.635 -0.1 -0.1 0.2
H -1.231 0.680 -2.355 1.4 0.3 0.0
H 0.589 0.551 -1.871 -0.8 0.1 -0.1
H -0.513 1.740 -1.181 -0.1 0.4 0.8
H 1.483 3.321 -0.838 -0.2 0.5 -0.1
C 2.497 5.613 1.630 0.2 -0.2 -1.1
C 3.226 4.474 2.260 0.8 -1.6 0.8
C 4.636 4.315 1.722 1.0 1.1 0.0
C 3.271 4.654 3.807 -0.8 0.1 -0.4
C 1.910 4.303 4.409 0.0 0.7 1.1
C 1.401 2.924 4.066 -0.9 1.4 0.4
C 1.321 2.784 2.574 -1.3 -0.7 -0.5
C 1.069 1.289 2.338 0.1 0.5 1.0
C 0.137 3.592 1.988 1.3 0.6 -0.5
N 2.644 3.124 1.962 -0.7 -0.3 2.6
O 2.580 2.947 0.598 -0.5 2.2 -1.2
H 1.561 5.831 2.117 -0.2 0.2 -0.2
H 3.114 6.483 1.663 0.5 0.8 0.2
H 2.401 5.375 0.563 -0.6 0.2 0.2
H 5.159 3.421 2.086 -0.3 0.2 0.1
H 4.668 4.271 0.637 -0.2 0.0 -0.1
H 5.216 5.204 2.024 0.0 -0.3 -0.1
H 4.001 4.055 4.284 0.9 -1.0 0.1
H 3.622 5.666 4.092 -0.6 -0.2 -0.5
H 1.924 4.377 5.507 0.1 0.3 -0.2
H 1.219 5.042 4.031 -0.5 0.3 0.2
H 0.447 2.676 4.666 1.2 0.4 -1.3
H 2.129 2.226 4.331 1.3 -1.3 1.0
H 0.038 1.178 2.641 -0.5 -0.5 -0.4
H 1.640 0.668 3.055 0.1 0.2 -0.7
H 1.260 1.020 1.318 -0.3 -0.6 -0.5
H -0.840 3.352 2.312 -0.9 -1.2 0.6
H 0.162 3.446 0.897 -0.1 0.7 0.3
H 0.186 4.636 2.328 0.2 -0.3 -0.8
H 2.629 2.033 0.381 0.7 -1.9 -0.2
C 5.625 -0.924 3.566 -0.7 1.1 0.2
C 4.560 0.226 3.650 2.3 -1.1 -0.8
C 5.152 1.417 4.476 0.2 -1.2 -1.7
O 4.328 0.628 2.287 0.2 0.6 0.6
H 6.206 -0.974 4.505 -0.6 -0.6 -0.4
H 6.322 -0.652 2.790 0.4 0.3 -0.3
H 5.122 -1.824 3.203 0.3 -0.2 0.6
H 3.622 -0.250 3.928 -0.2 0.5 1.1
H 5.359 1.102 5.487 0.4 -0.1 0.2
H 4.379 2.139 4.516 -0.5 1.1 0.1
H 6.069 1.836 3.919 -1.4 -0.7 1.0
H 3.988 1.531 2.405 -0.4 0.2 -0.8
C 4.913 0.389 -2.146 -1.1 -0.7 0.1
C 3.484 -0.073 -1.638 0.5 -1.1 -0.6
C 3.370 -1.640 -1.859 -0.4 1.6 0.1
O 3.145 0.386 -0.322 -1.1 0.4 -1.3
H 5.074 -0.137 -3.112 -0.3 1.0 0.1
H 5.766 -0.047 -1.581 -0.7 0.6 0.4
H 4.913 1.493 -2.196 0.5 -0.7 -0.2
H 2.639 0.338 -2.263 1.3 0.1 0.4
H 3.801 -2.251 -1.093 0.5 -0.1 0.8
H 3.939 -1.853 -2.774 -0.7 -0.2 0.0
H 2.301 -1.894 -1.885 0.3 -0.1 -0.4
H 3.674 0.086 0.400 1.1 -0.7 0.7
C -1.388 -3.813 -4.832 -0.3 0.3 0.6
C -0.294 -3.035 -4.152 -0.2 1.6 0.5
C 0.535 -2.095 -5.068 -0.7 -0.2 1.8
O -0.827 -2.287 -2.947 0.6 -1.1 -1.1
H -1.911 -4.264 -4.011 -0.6 -0.5 0.3
H -1.017 -4.611 -5.454 0.3 -0.2 -0.4
H -2.104 -3.210 -5.376 0.0 0.3 -0.2
H 0.397 -3.745 -3.764 0.6 -0.5 0.4
H -0.071 -1.440 -5.688 -0.2 0.5 0.5
H 1.021 -2.703 -5.799 0.8 -0.6 -0.3
H 1.240 -1.589 -4.363 -0.4 -0.1 -1.1
H -0.819 -2.939 -2.198 0.2 0.5 -1.0
C 0.452 -6.933 -0.995 0.6 1.7 -0.6
C 0.946 -5.478 -0.983 -1.3 1.1 -1.5
C 1.895 -5.052 -2.091 0.2 -2.5 -0.8
O -0.241 -4.617 -1.294 0.1 -1.0 1.7
H 1.149 -7.577 -0.539 0.7 -0.9 0.9
H 0.331 -7.274 -2.001 -0.1 -0.1 -0.8
H -0.508 -6.940 -0.538 -0.7 -0.4 0.7
H 1.371 -5.159 -0.031 -0.1 -0.5 0.1
H 1.500 -5.446 -3.070 0.1 0.9 0.8
H 2.847 -5.588 -2.037 0.2 0.1 0.4
H 2.101 -4.005 -2.080 -0.1 0.6 -0.2
H -0.911 -4.842 -0.580 0.5 0.2 -1.0
C -4.166 -5.105 -0.429 -1.1 0.2 -1.0
C -3.323 -4.688 0.736 -0.3 -1.1 0.2
C -4.039 -4.959 2.038 -0.6 0.5 0.9
O -2.082 -5.425 0.686 0.6 1.2 1.2
H -5.111 -4.496 -0.537 1.2 -0.4 0.1
H -4.515 -6.135 -0.427 0.2 -0.3 0.5
H -3.561 -5.034 -1.328 -0.1 0.3 -0.4
H -3.102 -3.647 0.613 0.1 0.9 0.1
H -3.511 -4.521 2.913 -0.1 -0.5 -0.5
H -4.174 -6.044 2.170 0.1 0.4 0.0
H -5.051 -4.487 2.060 0.6 -0.3 -0.2
H -1.499 -4.989 1.389 -0.6 -0.8 -0.9
C -2.984 -1.563 3.796 -2.4 1.4 -0.2
C -2.241 -2.033 5.019 -1.4 -1.0 -0.2
C -2.655 -3.381 5.603 -0.9 -0.9 -0.2
O -0.887 -2.148 4.685 1.1 -0.1 0.1
H -2.881 -2.219 2.951 0.3 -0.4 -0.4
H -2.686 -0.543 3.476 0.3 -0.5 0.2
H -4.113 -1.410 3.920 1.4 -0.5 0.3
H -2.433 -1.363 5.827 0.3 1.0 0.6
H -2.055 -3.555 6.502 0.0 -0.2 -0.3
H -2.552 -4.224 4.892 0.5 0.4 0.3
H -3.725 -3.485 5.904 0.6 0.7 -0.2
H -0.485 -1.278 4.727 0.2 0.1 -0.1
C -0.471 -2.091 0.897 1.7 0.3 -0.5
C 0.558 -3.106 1.477 0.0 0.1 -2.2
C 1.866 -2.646 2.144 0.8 -1.2 -2.6
O -0.114 -4.011 2.292 -0.4 -1.8 0.2
H -0.635 -1.332 1.658 -0.5 0.3 -0.1
H -1.406 -2.554 0.523 0.7 0.1 0.6
H 0.012 -1.617 0.004 -0.4 -0.1 0.7
H 0.856 -3.725 0.604 -0.1 0.7 0.7
H 2.374 -3.593 2.412 -0.2 0.5 0.1
H 1.714 -2.090 3.008 -0.3 1.2 1.6
H 2.573 -2.118 1.428 -1.1 -0.3 0.8
H -0.477 -3.572 3.045 -0.3 0.8 1.1
```
Positions in Å, forces in eV/Å.

Properties
HOMO = -8.222 eV
DFT total energy = -2813.12156 Ha
SMILES = CC1(C)CCCC(C)(C)N1O.CC1(C)CCCC(C)(C)N1O.CC1(C)CCCC(C)(C)N1O.CC(C)O.CC(C)O.CC(C)O.CC(C)O.CC(C)O.CC(C)O.CC(C)O
Energy relative to the best compared isomer or geometry (same formula, charge and spin) = 174.3 kJ/mol
Orbital gap = 8.455 eV
LUMO energy = 0.0086 Ha
Multiplicity = 1
Total charge = 0